1.
Entry from the Open Molecules 2025 dataset: a structure of composition C31H51FI2N7O2 (ωB97M-V/def2-TZVPD).

Positions of all 94 atoms, in Å:
C 4.44494 2.69004 4.67424
C 4.12814 1.61478 3.47797
I 5.13191 -0.37200 3.60857
C 3.23275 1.97162 2.34455
I 2.96851 0.37900 0.80419
N 2.52941 3.29114 2.12554
C 1.45113 3.56956 3.14612
C 0.74289 2.24444 3.79988
C -0.08514 1.30630 2.72323
F -1.46330 0.96779 3.17773
C 0.35310 4.64984 2.49447
O -0.62856 4.30855 1.65479
O 0.44649 6.08141 2.90887
H 3.50291 3.15213 5.19341
H 5.01369 2.07674 5.52627
H 5.23530 3.51515 4.32942
H 3.20609 4.07760 2.01424
H 1.95492 4.16887 4.04437
H 1.48313 1.60585 4.48502
H -0.08063 2.65418 4.56119
H -0.08597 1.75507 1.63040
H 0.51597 0.28913 2.65022
C -1.10373 7.10875 -0.05168
C -0.96170 8.56766 0.36242
C -1.42827 9.54649 -0.71476
C -0.58279 9.50137 -1.91527
N 0.08218 9.46352 -2.86616
H -0.46784 6.87150 -0.91032
H -0.80697 6.45335 0.77295
H -2.13997 6.87439 -0.31498
H 0.08344 8.76696 0.62923
H -1.55921 8.73152 1.26723
H -1.40467 10.56183 -0.30196
H -2.47012 9.33820 -0.98343
C -0.71397 -0.29855 -2.83239
C -0.64786 1.14426 -3.31610
C 0.52417 1.40846 -4.26092
C 1.82442 1.26612 -3.59221
N 2.85262 1.14976 -3.06581
H 0.16462 -0.56242 -2.23542
H -1.59844 -0.44439 -2.20463
H -0.77870 -0.99296 -3.67598
H -0.59433 1.81359 -2.44872
H -1.58138 1.37720 -3.84225
H 0.43681 2.42823 -4.65374
H 0.47057 0.73209 -5.12154
C 2.61269 -4.69759 1.58911
C 2.21407 -5.29137 0.24428
C 2.67853 -4.45135 -0.94517
C 2.01533 -3.14159 -0.99758
N 1.49494 -2.10456 -1.03756
H 2.13643 -3.72640 1.75609
H 2.30327 -5.36350 2.40057
H 3.69728 -4.56531 1.65398
H 1.12518 -5.42064 0.21537
H 2.65679 -6.29120 0.16123
H 2.45832 -4.99795 -1.86963
H 3.76570 -4.31846 -0.90737
C -4.73252 6.13123 2.00654
C -5.08973 6.78437 0.67768
C -6.58503 6.73303 0.36531
C -7.06508 5.36093 0.15322
N -7.44640 4.27666 -0.01040
H -4.95951 5.06054 2.00139
H -3.66208 6.24318 2.20467
H -5.28058 6.59578 2.83230
H -4.51756 6.30436 -0.12571
H -4.77463 7.83421 0.71100
H -6.77578 7.31986 -0.54085
H -7.15258 7.20660 1.17440
C -1.42400 -6.26079 -5.18709
C -0.71625 -5.06223 -4.56853
C 0.58881 -5.43234 -3.86428
C 0.36686 -6.27949 -2.68481
N 0.19296 -6.95249 -1.75494
H -1.73650 -6.98028 -4.42381
H -2.32074 -5.93294 -5.72190
H -0.77312 -6.77600 -5.90049
H -1.39704 -4.56307 -3.86812
H -0.49267 -4.34209 -5.36474
H 1.09275 -4.51093 -3.54974
H 1.26213 -5.93766 -4.56593
C 1.03851 -10.21544 -0.34117
C 1.36133 -10.66786 1.07699
C 0.68054 -9.81729 2.14900
C 1.17722 -8.43485 2.16467
N 1.56597 -7.34097 2.17514
H 1.41294 -9.20548 -0.53532
H 1.50644 -10.88856 -1.06614
H -0.04140 -10.22288 -0.51948
H 2.44887 -10.65921 1.21979
H 1.03212 -11.70741 1.19322
H 0.86546 -10.27203 3.12925
H -0.40480 -9.82271 1.99725

Properties
LUMO level: 1.803 eV
frontier orbital gap: 6.499 eV
net charge: -1

2.
Entry from the Open Molecules 2025 dataset: the molecule C3H6O2 (ωB97M-V/def2-TZVPD).

Positions of all 11 atoms, in Å:
O -1.75308 0.39246 0.58484
C -0.98253 -0.02701 -0.47088
C 0.44553 -0.97540 -0.09830
C 0.42549 0.44118 -0.48259
O 0.64656 1.36892 0.55290
H -1.17509 0.98766 1.10065
H -1.16749 -0.98577 -0.90909
H 0.43421 -1.28433 0.93352
H 0.84149 -1.70227 -0.81973
H 0.86505 0.72383 -1.43370
H 1.41985 1.06073 1.04238

Properties
relative energy (zero: lowest compared OMol25 entry of this formula, charge and spin): 82.2 kcal per mole
LUMO level: 0.809 eV
SMILES: O[C@@H]1C[C@@H]1O
frontier orbital gap: 8.877 eV

3.
Entry from the Open Molecules 2025 dataset: a cluster of 4 separate species, C29H54BBr2ClF3IN5O11 in total (ωB97M-V/def2-TZVPD).

Positions of all 107 atoms, in Å:
C 2.60010 -1.67729 5.25120
C 2.26562 -1.96638 3.79021
I 1.20007 -3.82556 3.70789
C 1.61180 -0.74199 3.06637
C 0.45058 -0.97875 2.16591
N -0.78040 -1.19009 2.49403
C -1.43757 -1.35872 3.80580
C -0.87593 -0.81944 5.11139
C -1.27152 0.57924 5.59334
F -2.52072 0.90635 5.17512
Br -0.00772 1.96086 5.07077
C -1.27034 0.58431 7.15335
F -0.16362 -0.04013 7.59295
F -1.27395 1.82241 7.65247
Br -2.83781 -0.32528 7.85259
C -1.65143 -1.45796 1.28551
C -2.55475 -2.69847 1.50061
C -3.95666 -2.50454 2.00744
O -4.27150 -2.51482 3.15545
Cl -5.16785 -2.37570 0.74550
C -2.34593 -0.25840 0.60127
C -2.95003 0.91371 1.38062
N -3.33183 1.87230 0.33284
N -1.91385 1.48477 2.22358
N -4.11744 0.52879 2.14854
C -0.55018 -1.91041 0.29757
C 0.62297 -0.98463 0.67729
B 1.93527 -1.65611 0.08231
O 2.69723 -2.44271 0.91951
N 2.24962 -1.52103 -1.29964
C 1.64271 -0.36410 -1.98031
C 3.70794 -1.56747 -1.58626
H 3.00490 -0.67199 5.35549
H 1.76240 -1.82912 5.92281
H 3.36907 -2.37454 5.57559
H 3.19692 -2.17753 3.28407
H 1.40368 0.02165 3.80476
H 2.38841 -0.33405 2.42305
H -2.45331 -1.01034 3.68846
H -1.51376 -2.43448 3.93258
H 0.18918 -0.93330 5.22447
H -1.31273 -1.48350 5.85925
H -2.04734 -3.37571 2.18347
H -2.61861 -3.19618 0.53750
H -1.68267 0.19900 -0.12911
H -3.16084 -0.69637 0.02978
H -3.80831 2.66681 0.74111
H -3.96040 1.43346 -0.32941
H -1.13528 1.74428 1.62590
H -2.24175 2.35077 2.63633
H -3.89142 0.21447 3.08284
H -4.74270 1.31472 2.26210
H -0.24439 -2.92409 0.54674
H -0.91520 -1.78672 -0.71484
H 0.44845 0.04781 0.36779
H 3.01263 -3.22591 0.45547
H 0.55990 -0.41005 -1.90758
H 1.99863 0.57823 -1.56151
H 1.88379 -0.38521 -3.03847
H 3.86768 -1.24279 -2.60853
H 4.10017 -2.57170 -1.47039
H 4.26775 -0.89670 -0.93479
C 0.62913 1.52201 -9.21507
C 1.35549 1.02817 -7.98473
O 1.17680 1.91470 -6.86363
C 0.01248 1.81388 -6.23747
O -0.86887 1.03274 -6.47994
O -0.01190 2.72230 -5.25769
C -1.24183 2.76967 -4.53560
H 0.92557 2.54414 -9.45150
H 0.86074 0.88364 -10.06737
H -0.44906 1.51410 -9.06218
H 2.43012 1.01118 -8.15195
H 1.03896 0.02343 -7.70655
H -1.51669 1.78136 -4.17197
H -2.04236 3.16501 -5.15793
H -1.07625 3.43709 -3.69474
C 1.48292 -2.92308 10.55534
C 0.76214 -3.46095 9.33935
O 1.63205 -4.23284 8.49286
C 1.87986 -5.47328 8.91735
O 1.42394 -5.98703 9.90126
O 2.70835 -6.04751 8.04770
C 3.10164 -7.37995 8.40079
H 2.36487 -2.35609 10.25534
H 0.82218 -2.26764 11.12204
H 1.80434 -3.73354 11.20673
H 0.41676 -2.64357 8.70691
H -0.10097 -4.06379 9.61881
H 2.23084 -8.00404 8.58372
H 3.73599 -7.36382 9.28456
H 3.66111 -7.75980 7.55193
C -0.24715 8.50886 -10.54739
C 0.83649 7.45372 -10.56368
O 0.29351 6.12462 -10.47701
C -0.21157 5.64456 -11.61063
O -0.22134 6.19781 -12.67661
O -0.69267 4.42577 -11.36382
C -1.31683 3.79968 -12.48931
H -0.88333 8.38621 -9.67027
H 0.19999 9.50208 -10.51856
H -0.87311 8.43915 -11.43535
H 1.47711 7.54552 -9.68923
H 1.45996 7.53327 -11.45309
H -0.65182 3.79610 -13.34916
H -2.24361 4.31156 -12.74120
H -1.53170 2.78091 -12.18120

Properties
LUMO level: -3.061 eV
frontier orbital gap: 8.840 eV
net charge: +1

4.
Entry from the Open Molecules 2025 dataset: the molecule C6H10N2O (ωB97M-V/def2-TZVPD).

Positions of all 19 atoms, in Å:
C 1.77880 -0.57942 0.08065
C 0.34479 1.43684 0.17184
C -0.48171 -0.56197 -1.75844
C 0.28920 -0.43121 1.99648
C -0.53614 -0.96946 -0.31645
C 0.44931 -0.13447 0.50475
N 2.68572 -1.10846 -0.36113
N -0.86173 1.99844 0.03222
O 1.36885 2.05721 -0.01103
H -1.28743 -1.06075 -2.24041
H 0.57074 -0.81550 -2.04470
H -0.72630 0.54000 -1.91965
H -0.80089 -0.52505 2.33305
H 0.69038 -1.43646 2.21745
H 0.64913 0.21846 2.75605
H -0.26776 -2.06073 -0.40911
H -1.60406 -0.82577 0.01971
H -1.53064 1.45369 -0.55402
H -0.73026 2.80462 -0.49727

Properties
relative energy (zero: lowest compared OMol25 entry of this formula, charge and spin): 6.0 kcal per mole
multiplicity: 3
LUMO level (alpha / beta): 0.790 / -3.048 eV
⟨S²⟩: 2.0058
frontier orbital gap (alpha / beta): 6.165 / 8.070 eV